*a*
DFT (ωB97M-V/def2-TZVPD) results for C19H17N3O2 in the gas phase.

The geometry in XYZ format:
```
41
Properties=species:S:1:pos:R:3:lowdin_charge:R:1
O -1.510 1.366 -3.549 0.055
C -1.141 0.694 -2.607 -0.473
C -2.074 -0.324 -1.917 -0.027
N -2.591 0.243 -0.700 -0.037
C -3.634 1.091 -0.658 -0.055
C -3.863 1.469 0.649 -0.060
C -2.921 0.807 1.432 -0.023
C -2.128 0.040 0.579 -0.160
C -0.980 -0.771 0.914 -0.286
O -0.132 -1.119 0.096 0.050
C -0.844 -1.157 2.343 -0.152
C 0.428 -1.160 2.910 -0.014
C 0.602 -1.531 4.229 -0.074
C -0.488 -1.925 4.987 -0.083
C -1.752 -1.954 4.420 -0.075
C -1.934 -1.570 3.104 -0.040
N 0.058 0.785 -2.024 0.080
C 1.084 1.666 -2.521 -0.110
C 2.447 1.042 -2.390 -0.259
C 3.549 1.575 -3.055 -0.024
C 4.782 0.972 -2.879 -0.069
C 4.876 -0.136 -2.050 -0.068
C 3.720 -0.587 -1.433 -0.132
N 2.542 -0.013 -1.596 0.112
H -1.524 -1.240 -1.695 0.127
H -2.904 -0.536 -2.596 0.136
H -4.148 1.378 -1.555 0.131
H -4.623 2.144 0.989 0.096
H -2.798 0.894 2.494 0.110
H 1.268 -0.860 2.301 0.118
H 1.589 -1.519 4.667 0.103
H -0.353 -2.219 6.018 0.102
H -2.599 -2.279 5.007 0.104
H -2.917 -1.613 2.658 0.117
H 0.343 0.118 -1.307 0.091
H 0.860 1.904 -3.566 0.128
H 1.074 2.611 -1.957 0.138
H 3.434 2.438 -3.694 0.113
H 5.657 1.358 -3.383 0.105
H 5.819 -0.635 -1.890 0.099
H 3.728 -1.446 -0.776 0.108
```

Values from the calculation:
Kohn-Sham gap (eV): 8.919
HOMO (eV): -8.7
LUMO level (eV): 0.192

*b*
DFT (ωB97M-V/def2-TZVPD) results for C19H17N3O2 in the gas phase.

The geometry in XYZ format:
```
41
Properties=species:S:1:pos:R:3:lowdin_charge:R:1
C 4.004 0.929 -2.416 -0.063
C 2.496 1.134 -2.559 -0.187
N 1.754 0.143 -1.827 -0.016
C 1.372 -1.088 -2.306 -0.155
C 1.537 -1.640 -3.569 -0.017
C 1.043 -2.911 -3.790 -0.093
C 0.401 -3.628 -2.782 -0.100
C 0.236 -3.088 -1.523 -0.021
C 0.724 -1.812 -1.276 -0.104
C 0.738 -0.965 -0.118 -0.090
C 0.266 -1.113 1.177 0.052
C 0.454 -0.074 2.070 -0.284
N -0.004 -0.203 3.409 0.130
C -1.194 0.181 3.917 -0.434
O -1.475 0.016 5.090 0.067
C -2.154 0.808 2.978 -0.177
C -3.489 1.159 3.312 0.057
C -3.983 1.699 2.159 -0.306
C -5.302 2.277 1.806 -0.002
O -3.020 1.671 1.220 0.032
N -1.899 1.121 1.731 0.133
C 1.120 1.094 1.688 -0.028
C 1.595 1.259 0.404 0.000
C 1.397 0.228 -0.505 -0.151
H 4.542 1.691 -2.974 0.072
H 4.288 -0.050 -2.794 0.074
H 4.293 0.991 -1.369 0.073
H 2.208 1.074 -3.612 0.117
H 2.214 2.122 -2.187 0.117
H 2.036 -1.101 -4.361 0.103
H 1.160 -3.361 -4.765 0.100
H 0.030 -4.619 -2.995 0.097
H -0.261 -3.644 -0.742 0.111
H -0.245 -2.013 1.485 0.126
H 0.620 -0.637 4.078 0.160
H -3.969 1.020 4.256 0.120
H -6.055 1.938 2.510 0.087
H -5.579 1.981 0.797 0.088
H -5.254 3.366 1.838 0.089
H 1.252 1.877 2.418 0.117
H 2.104 2.169 0.125 0.106
```

Values from the calculation:
Kohn-Sham gap (eV): 8.539
HOMO (eV): -7.8
LUMO level (eV): 0.744

Quick one: most stable of them? *a*

*a*
DFT (ωB97M-V/def2-TZVPD) results for C19H43OP3PdS2 as an isolated structure.

The geometry in XYZ format:
```
69
Properties=species:S:1:pos:R:3:lowdin_charge:R:1
Pd 0.442 -0.959 0.639 0.222
P -2.368 -0.342 1.003 0.859
P 1.175 0.957 1.767 0.739
P 0.538 -3.139 1.470 0.768
H -0.137 2.622 -2.517 0.007
C -0.111 1.959 -3.392 -0.070
C -1.110 1.094 -3.654 -0.063
H -2.082 1.120 -3.137 0.043
C -2.831 1.214 0.233 -0.203
C -2.447 -0.170 2.786 -0.173
C -3.454 -1.691 0.502 -0.179
C 2.756 1.637 1.146 -0.271
C 0.165 2.478 1.879 -0.231
C 1.549 0.543 3.503 -0.219
C 0.002 -4.429 0.293 -0.202
C -0.384 -3.480 3.020 -0.225
C 2.285 -3.502 1.833 -0.219
H 0.802 1.956 -3.995 0.067
H -1.005 0.353 -4.465 0.069
H -2.207 1.475 -0.634 0.035
H -2.760 2.035 0.963 0.057
H -3.871 1.115 -0.095 0.089
H -2.007 0.768 3.137 0.052
H -1.989 -0.996 3.339 0.056
H -3.513 -0.147 3.038 0.100
H -3.370 -1.842 -0.573 0.078
H -4.477 -1.412 0.770 0.088
H -3.186 -2.620 1.017 0.062
H 3.135 2.366 1.874 0.081
H 2.597 2.130 0.176 0.059
H 3.503 0.842 1.006 0.029
H 0.560 3.122 2.678 0.087
H -0.884 2.253 2.096 0.006
H 0.212 3.019 0.924 0.026
H 2.076 1.391 3.965 0.081
H 2.182 -0.352 3.513 0.056
H 0.620 0.329 4.050 0.053
H 0.454 -5.416 0.518 0.093
H 0.286 -4.128 -0.728 0.040
H -1.095 -4.510 0.347 0.059
H -0.110 -4.469 3.441 0.094
H -1.471 -3.474 2.834 0.045
H -0.144 -2.692 3.762 0.054
H 2.502 -4.572 1.639 0.087
H 2.481 -3.251 2.883 0.066
H 2.921 -2.862 1.187 0.018
C 2.451 -2.037 -1.962 -0.635
C 3.734 -2.596 -2.198 -0.064
C 3.925 -3.441 -3.280 -0.001
C 2.869 -3.744 -4.136 0.033
C 1.596 -3.217 -3.893 -0.009
C 1.370 -2.356 -2.814 -0.088
S 2.395 -0.901 -0.687 0.788
H -1.208 -0.672 0.111 -0.033
H 4.529 -2.315 -1.493 0.126
H 4.914 -3.840 -3.461 0.138
H 3.038 -4.439 -4.964 0.150
H 0.775 -3.464 -4.558 0.132
H 0.397 -1.889 -2.624 0.100
C -0.944 6.070 -2.155 -0.143
S -1.363 4.917 -0.810 1.029
C -2.324 6.055 0.216 -0.150
O -2.333 3.922 -1.362 -0.300
H -0.483 6.964 -1.707 0.096
H -1.867 6.320 -2.696 0.108
H -0.220 5.563 -2.809 0.081
H -3.343 6.113 -0.185 0.104
H -2.324 5.642 1.232 0.077
H -1.816 7.022 0.196 0.091
```

Values from the calculation:
Charge: +4
Kohn-Sham gap (spin up / spin down) (eV): 7.869 / 4.852
<S²>: 6.034
HOMO (spin up / spin down) (eV): -18.9 / -19.7
LUMO level (spin up / spin down) (eV): -11.047 / -14.804
2S+1: 5

*b*
DFT (ωB97M-V/def2-TZVPD) results for C19H43OP3PdS2 as an isolated structure.

The geometry in XYZ format:
```
69
Properties=species:S:1:pos:R:3:lowdin_charge:R:1
Pd 0.275 0.068 0.630 0.366
P -0.538 1.894 1.743 0.696
P -2.011 -0.468 -0.027 0.772
P 2.357 1.085 0.440 0.776
H 2.000 -1.059 -4.290 0.090
C 2.337 -0.948 -3.268 -0.342
C 2.323 -2.122 -2.399 -0.161
H 2.075 -3.043 -2.918 0.104
C -0.737 3.461 0.822 -0.197
C -2.119 1.831 2.639 -0.236
C 0.569 2.313 3.118 -0.233
C -2.553 -1.820 -1.134 -0.243
C -2.911 -0.958 1.487 -0.238
C -3.050 0.901 -0.693 -0.223
C 3.482 0.479 -0.820 -0.253
C 3.134 0.542 1.997 -0.212
C 2.591 2.906 0.202 -0.205
H 3.236 -0.318 -3.257 0.127
H 3.070 -2.269 -1.633 0.098
H -1.174 4.199 1.516 0.090
H -1.405 3.305 -0.035 0.052
H 0.224 3.831 0.448 0.028
H -2.159 2.724 3.279 0.083
H -2.129 0.939 3.272 0.036
H -2.980 1.829 1.963 0.043
H 0.021 2.982 3.785 0.079
H 1.463 2.825 2.761 0.032
H 0.814 1.389 3.649 0.030
H -3.493 -2.237 -0.728 0.077
H -1.782 -2.600 -1.212 0.051
H -2.767 -1.435 -2.143 0.049
H -3.693 -0.220 1.716 0.072
H -2.219 -1.043 2.337 -0.006
H -3.366 -1.941 1.307 0.067
H -4.081 0.533 -0.797 0.089
H -2.674 1.164 -1.690 0.060
H -3.065 1.797 -0.061 0.025
H 4.385 1.093 -0.901 0.096
H 2.899 0.538 -1.728 -0.006
H 3.743 -0.567 -0.669 0.054
H 4.120 0.106 1.795 0.081
H 2.470 -0.180 2.488 0.021
H 3.243 1.391 2.673 0.063
H 3.650 3.122 -0.034 0.086
H 2.317 3.505 1.083 0.046
H 1.984 3.255 -0.651 0.069
C -0.334 -1.084 -3.862 -0.506
C -0.085 0.076 -4.756 -0.209
C -1.308 0.547 -5.417 0.000
C -2.211 -0.401 -5.798 -0.037
C -2.138 -1.726 -5.322 0.008
C -1.197 -2.054 -4.322 -0.066
S 0.720 -1.041 -2.495 1.054
H 0.526 0.838 -4.284 0.119
H 0.523 -0.341 -5.578 0.164
H -1.378 1.584 -5.682 0.131
H -2.979 -0.166 -6.547 0.144
H -2.840 -2.462 -5.698 0.135
H -1.108 -3.066 -3.926 0.134
C 0.763 -3.363 3.786 -0.160
S -0.319 -2.094 4.488 1.114
C 0.580 -1.642 5.992 -0.141
O -0.247 -0.897 3.561 -0.404
H 0.710 -4.252 4.431 0.102
H 1.806 -3.017 3.744 0.092
H 0.399 -3.590 2.770 0.083
H 1.616 -1.392 5.756 0.094
H 0.098 -0.751 6.406 0.093
H 0.526 -2.480 6.694 0.103
```

Values from the calculation:
Charge: +4
Kohn-Sham gap (spin up / spin down) (eV): 6.220 / 3.689
<S²>: 6.048
HOMO (spin up / spin down) (eV): -17.5 / -19.4
LUMO level (spin up / spin down) (eV): -11.287 / -15.696
2S+1: 5

Quick one: most stable of them? *a*

*a*
DFT (ωB97M-V/def2-TZVPD) results for CH2OS in the gas phase.

The geometry in XYZ format:
```
5
Properties=species:S:1:pos:R:3:lowdin_charge:R:1
O -1.580 -0.751 -0.001 0.012
C -0.616 -0.089 -0.045 -0.711
S 1.062 -0.649 0.020 0.791
H -0.465 0.985 0.270 0.074
H 1.599 0.503 -0.244 -0.166
```

Values from the calculation:
Kohn-Sham gap (eV): 10.776
HOMO (eV): -10.1
LUMO level (eV): 0.668

*b*
DFT (ωB97M-V/def2-TZVPD) results for CH2OS in the gas phase.

The geometry in XYZ format:
```
5
Properties=species:S:1:pos:R:3:lowdin_charge:R:1
O -0.627 -0.208 -0.825 -0.032
C -0.142 -0.081 0.391 -0.669
S 1.481 0.438 0.574 0.580
H 0.097 0.292 -1.258 0.067
H -0.809 -0.442 1.118 0.054
```

Values from the calculation:
Kohn-Sham gap (eV): 9.309
HOMO (eV): -9.4
LUMO level (eV): -0.075

Quick one: most stable of them? *a*